Entry 1:
C3H10FN2O5PS | ωB97M-V/def2-TZVPD

Each line ends with the Mulliken charge.
Atoms and positions in Å:
N -0.755 0.561 3.582  -0.663
C -0.050 0.522 2.288  -0.345
C -0.898 -0.234 1.265  -0.868
C -0.176 -0.853 0.069  -0.643
N -0.123 -0.005 -1.196  -0.116
P 0.699 -0.953 -2.417  0.929
O 2.125 -1.101 -2.187  -0.588
O -0.091 -2.331 -2.362  -0.544
O 0.248 -0.326 -3.802  -0.515
S 0.620 1.469 -1.019  1.248
O 1.139 1.871 -2.272  -0.609
O -0.234 2.322 -0.282  -0.575
F 1.824 1.119 -0.098  -0.209
H -0.084 0.511 4.338  0.234
H -1.210 1.458 3.692  0.242
H 0.914 0.024 2.412  0.354
H 0.171 1.529 1.940  0.260
H -1.347 -1.064 1.815  0.414
H -1.727 0.382 0.911  0.239
H -0.740 -1.728 -0.237  0.552
H 0.831 -1.193 0.320  0.489
H -0.765 -2.393 -3.050  0.346
H -0.371 0.411 -3.710  0.368

As for the net charge: 0.

Entry 2:
C3H10FNP | ωB97M-V/def2-TZVPD

Each line ends with the Mulliken charge.
Atoms and positions in Å:
C 0.180 -2.048 -0.814  -0.991
C 0.337 -0.341 1.749  -0.991
C -0.221 1.440 -0.939  -0.604
N -1.207 2.243 -0.482  -0.459
F 2.051 0.145 -0.241  -0.324
P 0.439 -0.190 -0.046  0.900
H 1.096 -2.463 -0.537  0.341
H -0.759 -2.562 -0.263  0.343
H 1.020 0.356 2.187  0.354
H -0.752 -0.395 2.037  0.388
H 0.627 -1.445 2.094  0.338
H -0.329 0.982 -1.948  0.377
H 0.820 1.834 -0.919  0.400
H -1.080 2.738 0.451  0.280
H -2.104 1.880 -0.514  0.255
H -0.118 -2.174 -1.815  0.395

As for the net charge: +1. The relative energy (zero: lowest compared OMol25 entry of this formula, charge and spin) is 71.48 kJ/mol.

Here are the calculated frontier orbital gap numbers, same order: 9.842, 10.214 (eV).
Here are the calculated DFT total energy numbers, same order: -39334.817, -16762.256 (eV).